[1]
The following is a quantum chemistry calculation of a molecular structure, C48H127N9O16 in a non-equilibrium geometry, from the Open Molecules 2025 dataset.

XYZ file:
```
200
Properties=species:S:1:pos:R:3
C 2.09138 5.00982 -5.43364
O 1.53021 5.01834 -4.10743
C 2.42700 4.52482 -3.12526
C 1.64409 4.96333 -1.94249
N 0.48267 4.06992 -1.76613
C -0.56867 4.52906 -0.86005
C -1.68115 3.52954 -0.69022
O -2.44375 3.25049 -1.89168
C -3.34378 2.15489 -1.75141
H 1.20627 4.88502 -6.05743
H 2.69812 4.10731 -5.50731
H 2.63046 5.89907 -5.76035
H 3.36296 5.06842 -3.25396
H 2.72439 3.47679 -3.16109
H 1.24973 5.97758 -2.00475
H 2.32882 5.02719 -1.09682
H 0.07702 3.96974 -2.68564
H -0.95819 5.40336 -1.38156
H -0.00633 4.99052 -0.04831
H -2.36835 4.10336 -0.06846
H -1.28751 2.66715 -0.15224
H -4.10031 2.49838 -1.04587
H -2.90302 1.24818 -1.33703
H -3.88123 2.03804 -2.69246
C 5.28531 -2.78004 0.66516
O 5.05194 -1.75477 -0.36011
C 6.03343 -1.66127 -1.43950
C 5.19202 -1.34940 -2.67519
N 4.95082 0.05535 -2.79783
C 3.59356 0.21244 -3.35711
C 3.37344 1.72753 -3.46095
O 3.05292 2.40955 -2.26341
C 4.19530 2.76675 -1.45140
H 4.47685 -2.89873 1.38656
H 6.11818 -2.47897 1.30060
H 5.31926 -3.82472 0.35599
H 6.47790 -2.65065 -1.54759
H 6.85146 -0.99379 -1.16860
H 4.31301 -1.98961 -2.60049
H 5.84753 -1.76152 -3.44235
H 4.99668 0.60873 -1.95417
H 2.82077 -0.14093 -2.67446
H 3.62669 -0.24978 -4.34369
H 2.50632 1.92053 -4.09258
H 4.22863 2.24881 -3.89108
H 5.01700 2.99960 -2.12867
H 4.46711 1.99675 -0.72937
H 3.96074 3.66441 -0.87930
C -5.81847 -0.00230 -9.27290
O -5.39957 -0.89471 -8.22897
C -4.06091 -0.93232 -7.99953
C -3.81721 -1.75857 -6.73622
N -2.39085 -1.64227 -6.45325
C -2.01238 -2.02117 -5.10221
C -2.43381 -0.92318 -4.05164
O -1.83405 -1.32113 -2.80536
C -2.21081 -0.42397 -1.74129
H -5.39974 0.99127 -9.11298
H -6.88885 0.01283 -9.47818
H -5.44862 -0.48344 -10.17833
H -3.53199 0.02034 -7.97149
H -3.45272 -1.40690 -8.76958
H -4.15015 -2.78555 -6.88647
H -4.39770 -1.38354 -5.89332
H -2.06713 -0.76044 -6.82429
H -0.93293 -2.17097 -5.08053
H -2.44754 -2.98495 -4.83792
H -3.52118 -0.91681 -3.97622
H -1.87427 -0.06456 -4.42282
H -2.15983 0.63982 -1.97332
H -1.76536 -0.75404 -0.80281
H -3.27847 -0.57680 -1.58373
C -0.48212 3.02864 6.54470
O -0.84852 3.77349 5.36885
C -1.27370 5.11478 5.76607
C -1.29345 5.98799 4.48908
N -2.08645 5.30118 3.46953
C -1.52680 5.20219 2.12304
C -2.28252 4.21242 1.35305
O -2.10081 2.95577 2.07207
C -2.80019 1.93366 1.44664
H 0.08925 3.56960 7.29902
H 0.35418 2.41639 6.20730
H -1.23123 2.58332 7.19941
H -0.62704 5.71085 6.40998
H -2.30129 5.22432 6.11272
H -0.25052 6.07960 4.18577
H -1.66764 7.00515 4.60517
H -2.14904 4.32691 3.72835
H -0.50931 4.88914 2.35715
H -1.44297 6.12226 1.54462
H -1.82736 4.17832 0.36321
H -3.32025 4.50726 1.50878
H -2.49424 1.90521 0.40085
H -3.88802 1.95467 1.38128
H -2.43273 0.97676 1.81736
C 5.76342 1.61951 1.35596
O 4.34454 1.86541 1.59602
C 3.50332 0.84765 1.10561
C 3.29164 -0.25698 2.16196
N 2.45134 -1.41642 1.85791
C 2.64427 -2.54317 2.71321
C 1.85670 -3.68855 2.14572
O 1.49594 -4.48440 3.23106
C 0.50889 -5.45806 2.89842
H 6.23049 2.49483 1.80734
H 5.86350 1.56749 0.27181
H 6.06991 0.69962 1.85392
H 3.82920 0.39580 0.16874
H 2.50395 1.27552 1.02632
H 2.96727 0.32497 3.02464
H 4.27696 -0.59429 2.48364
H 2.84074 -1.77850 0.99920
H 2.29346 -2.24893 3.70238
H 3.71248 -2.75974 2.70079
H 2.62171 -4.18026 1.54480
H 1.02042 -3.30198 1.56323
H 0.27403 -6.08974 3.75511
H 0.85390 -6.09297 2.08236
H -0.41825 -4.95173 2.62985
C 0.27224 0.16749 3.18072
C 0.46298 -1.12052 4.05726
C -0.63849 -1.35541 5.15039
O -0.41667 -0.30246 6.14053
C -1.61446 0.48595 6.28717
N 0.49106 -2.23242 3.15269
H -0.47857 -0.00657 2.40995
H 1.20231 0.55387 2.76386
H -0.05967 0.95572 3.85647
H 1.41649 -1.00045 4.57156
H -0.48946 -2.23993 5.76968
H -1.61678 -1.48330 4.68702
H -1.99422 1.05955 5.44168
H -1.24415 1.21116 7.01177
H -2.33607 -0.08488 6.87158
H 0.91660 -3.04696 3.57167
H 1.06619 -2.04581 2.34368
C -0.90393 -2.97887 -1.94200
C -2.26613 -3.68811 -2.14021
C -3.44413 -2.94873 -1.46066
O -3.25255 -2.78232 -0.09356
C -4.26235 -2.15057 0.57624
N -2.48884 -3.63603 -3.58398
H -0.09986 -3.65580 -2.23073
H -0.82492 -2.88084 -0.85929
H -0.63299 -2.04419 -2.43298
H -2.20662 -4.64844 -1.62801
H -4.22215 -3.65590 -1.74821
H -3.70882 -2.03347 -1.99012
H -4.65119 -1.28145 0.04565
H -3.71350 -1.79120 1.44670
H -5.04018 -2.85170 0.87874
H -1.52477 -3.77044 -3.85344
H -2.73098 -2.68457 -3.82103
C 0.19792 0.83540 -2.44478
C 0.89839 1.17640 -1.12598
C 0.26650 0.38332 -0.09064
O -1.16485 0.49070 -0.08655
C -1.85827 -0.23092 0.90595
N 2.31834 0.86930 -0.95001
H 0.39032 -0.19884 -2.73015
H 0.57995 1.38353 -3.30600
H -0.87530 1.00851 -2.52443
H 0.73639 2.24404 -0.97767
H 0.72582 0.60434 0.87283
H 0.36761 -0.70190 -0.10434
H -2.74123 -0.57337 0.36630
H -2.07807 0.30724 1.82800
H -1.34698 -1.16171 1.15152
H 2.65822 0.86881 0.00109
H 2.92827 1.49862 -1.45204
C -0.98693 -6.96381 3.81852
C -1.62798 -5.58219 4.10598
C -1.88591 -4.67107 2.87658
O -1.87666 -3.29249 3.18443
C -1.68473 -2.46689 2.03824
N -2.90267 -5.95174 4.83926
H 0.04751 -6.83636 3.49949
H -1.59777 -7.54024 3.12375
H -0.92658 -7.59378 4.70598
H -0.88252 -5.05785 4.70386
H -2.82587 -4.93098 2.38973
H -1.17282 -4.89064 2.08198
H -2.34638 -2.60654 1.18337
H -0.63933 -2.60689 1.76321
H -1.72775 -1.41462 2.31926
H -3.61253 -6.04047 4.12629
H -3.20733 -5.07962 5.24751
C 1.58864 -2.35895 -1.36720
O 2.26837 -1.57593 -0.48492
H 2.08354 -2.17062 -2.31993
H 1.86544 -3.34680 -0.99893
H 0.50257 -2.33272 -1.45581
H 2.08727 -0.64171 -0.61161
C 1.14464 2.57811 2.57538
O 0.03526 2.55028 1.72686
H 1.96042 2.48477 1.85854
H 1.11004 3.60403 2.94198
H 1.01436 1.86408 3.38858
H -0.55297 1.88756 2.09615
```

The value obtained for the energy relative to the best compared isomer or geometry (same formula, charge and spin) is 1092.6 kcal/mol. For the highest occupied orbital energy, the calculation gives -0.257 Ha.

Mulliken population analysis, charges in e, atoms 1 to 8: atom 1 (C): -0.756, atom 2 (O): -0.369, atom 3 (C): -0.183, atom 4 (C): -1.279, atom 5 (N): 0.478, atom 6 (C): -2.401, atom 7 (C): 1.890, atom 8 (O): -0.647

=====

[2]
The following is a quantum chemistry calculation of 10 unconnected molecules or ions with the total composition C10H40O10 in a non-equilibrium geometry, from the Open Molecules 2025 dataset.

XYZ file:
```
60
Properties=species:S:1:pos:R:3
C 1.16386 -3.49794 -1.27763
O 2.30738 -3.48517 -2.09367
H 0.75748 -2.50408 -1.05323
H 0.37044 -4.12002 -1.70672
H 1.40344 -3.93634 -0.30769
H 2.01853 -3.21353 -2.96962
C 0.46314 -0.41382 4.35742
O 1.05090 0.78226 3.93037
H -0.49004 -0.58607 3.84669
H 1.11661 -1.23677 4.06110
H 0.31460 -0.42079 5.43762
H 0.33266 1.41962 3.74741
C -0.56385 -0.15064 -0.04539
O 0.04190 0.87936 0.75142
H -0.30649 -0.08214 -1.10672
H -0.11413 -1.12226 0.22773
H -1.63098 -0.24306 0.11148
H 0.91927 1.01474 0.37498
C -5.53099 -0.74057 -1.52193
O -4.20909 -0.42956 -1.08463
H -5.58388 -1.80062 -1.75757
H -6.26561 -0.50312 -0.74835
H -5.79175 -0.19522 -2.43407
H -4.08727 0.51773 -1.18819
C 2.27770 3.90871 1.27990
O 1.38456 5.01895 1.30078
H 1.99075 3.21429 0.49261
H 3.27621 4.28792 1.06623
H 2.30386 3.41178 2.25013
H 0.83255 4.92684 2.08072
C -1.70832 -0.52409 -4.94823
O -1.37229 0.16910 -3.76532
H -2.11898 -1.47798 -4.63147
H -2.39800 0.04075 -5.57327
H -0.80482 -0.75774 -5.52606
H -0.92259 0.98283 -4.01204
C -2.89773 -3.39755 -1.99687
O -2.95600 -2.90669 -0.67370
H -1.91494 -3.82849 -2.21053
H -3.65255 -4.17274 -2.16225
H -3.01387 -2.57958 -2.71685
H -3.39382 -2.04277 -0.71764
C -2.62233 2.37496 2.43836
O -1.23709 2.19679 2.76489
H -3.09302 2.97365 3.20860
H -2.71871 2.88479 1.46883
H -3.15061 1.41974 2.32551
H -0.88655 1.70338 1.99291
C 3.68114 -0.69148 1.93118
O 3.15926 0.62896 1.89754
H 4.51612 -0.73754 1.23694
H 4.08356 -0.91894 2.92621
H 2.92207 -1.43909 1.69190
H 2.46794 0.69305 2.58830
C 5.37095 1.45289 -0.74277
O 3.96908 1.65844 -0.59438
H 5.85472 1.24253 0.20607
H 5.57130 0.67532 -1.49554
H 5.80547 2.34683 -1.21249
H 3.70880 1.33020 0.28101
```

The value obtained for the energy relative to the best compared isomer or geometry (same formula, charge and spin) is 81.4 kcal/mol. For the highest occupied orbital energy, the calculation gives -0.356 Ha.

Mulliken population analysis, charges in e, atoms 1 to 8: atom 1 (C): 0.035, atom 2 (O): -0.516, atom 3 (H): -0.226, atom 4 (H): 0.212, atom 5 (H): 0.293, atom 6 (H): 0.286, atom 7 (C): -0.608, atom 8 (O): -0.530

=====

Orbital gap (computed, eV): 7.53; 9.98
LUMO level (computed, eV): 0.53; 0.29